{
  "formula": "C22H66O11",
  "method": "ωB97M-V/def2-TZVPD",
  "species": ["H", "O", "C", "H", "O", "C", "H", "O", "H", "H", "H", "C", "H", "H", "H", "H", "C", "H", "H", "H", "C", "O", "H", "H", "H", "C", "H", "H", "H", "O", "H", "H", "H", "O", "H", "H", "C", "H", "H", "H", "H", "C", "H", "H", "H", "H", "H", "H", "H", "H", "C", "H", "H", "O", "H", "H", "H", "H", "H", "H", "C", "O", "O", "H", "O", "H", "C", "H", "H", "H", "H", "C", "C", "H", "C", "C", "C", "H", "H", "C", "C", "C", "H", "H", "H", "H", "C", "H", "H", "H", "H", "C", "H", "O", "H", "H", "C", "H", "H"],
  "xyz": [[9.4959, 8.6713, 15.9559], [13.7001, 12.2457, 8.8417], [11.4267, 14.1690, 14.8474], [13.6522, 9.5259, 15.7332], [13.8684, 13.6703, 18.1273], [11.2349, 12.7377, 14.3935], [7.3419, 13.3681, 9.4273], [9.8953, 9.9994, 12.5008], [14.9418, 12.8257, 19.6762], [13.8954, 18.0633, 11.0519], [14.3403, 17.7431, 9.3872], [5.2147, 17.0417, 12.2196], [13.0201, 13.2686, 11.0516], [8.3732, 8.7334, 14.6453], [8.7792, 14.5032, 11.3224], [11.4087, 12.2521, 16.4463], [6.0107, 8.7055, 16.3431], [9.8094, 11.0243, 17.8358], [11.5374, 11.9369, 7.8526], [12.0625, 14.1517, 15.7594], [7.4789, 9.1330, 16.6566], [15.7168, 16.3201, 11.3743], [15.7788, 16.3983, 15.1941], [4.8172, 17.4766, 11.3239], [15.8038, 14.1002, 18.7921], [13.8882, 16.7467, 14.6900], [10.0400, 13.2023, 19.1463], [10.4502, 14.6336, 15.0482], [5.3071, 9.1345, 17.1246], [10.1681, 12.7220, 13.4159], [8.3496, 7.3973, 15.7438], [14.6798, 10.9214, 15.3686], [15.5451, 16.7898, 12.1826], [11.6822, 12.1133, 19.3945], [14.4581, 14.5076, 19.9550], [9.3452, 13.1042, 13.8079], [8.2749, 13.5097, 11.4585], [16.1047, 9.3139, 16.1427], [15.2058, 9.1236, 17.6009], [6.9054, 11.0716, 16.7366], [10.5006, 13.1590, 21.5709], [14.2679, 10.3372, 16.2135], [8.5083, 11.3584, 18.8332], [9.7238, 12.1270, 15.9229], [11.7310, 9.9182, 11.5962], [11.3832, 12.7734, 11.0743], [13.8123, 15.5222, 11.4953], [14.5568, 15.2899, 9.9514], [14.3384, 12.7513, 9.3213], [8.9347, 12.5519, 21.0958], [13.7844, 17.3486, 10.2679], [5.8794, 7.6086, 16.4229], [11.9292, 13.7851, 9.7435], [7.6261, 10.5344, 16.3560], [10.0094, 10.9579, 12.7259], [11.8304, 11.2411, 18.9878], [12.1690, 12.3967, 13.9384], [6.6225, 15.6312, 12.4121], [5.3612, 17.8892, 12.9339], [11.7479, 9.2723, 13.2575], [15.4894, 9.8637, 16.9133], [6.4020, 16.3982, 11.8950], [7.7081, 13.7405, 12.7965], [15.9485, 10.6189, 17.5166], [13.3453, 11.1190, 16.9330], [13.0281, 10.9894, 10.2421], [7.0948, 13.2310, 10.4937], [12.0380, 14.8011, 14.2076], [13.4159, 17.3071, 15.5064], [12.0923, 10.2962, 8.1432], [13.7230, 15.7118, 14.9682], [11.6396, 11.1958, 8.5940], [10.0014, 12.2811, 21.0989], [13.3562, 17.0990, 13.8434], [14.7957, 13.8211, 19.1580], [14.4483, 16.0245, 10.7562], [11.1508, 9.3692, 12.3242], [10.1983, 11.3885, 21.6399], [13.7778, 11.9311, 17.2114], [10.7813, 11.9510, 15.6211], [8.4876, 8.4949, 15.7329], [12.6332, 11.7833, 9.6445], [9.0507, 12.7662, 11.4773], [4.4484, 16.3684, 12.5991], [6.5828, 12.2653, 10.5907], [10.9152, 10.8511, 15.5283], [10.2981, 12.2636, 19.6109], [7.7126, 8.9442, 17.7060], [9.7121, 10.1877, 19.2752], [13.0361, 13.3363, 18.5162], [6.3617, 14.0292, 10.7580], [12.1815, 13.0006, 10.4440], [10.7116, 11.0657, 9.0395], [15.3019, 16.9265, 14.4970], [7.3910, 12.9172, 13.1903], [12.7569, 17.2361, 10.0033], [9.5676, 11.1392, 18.8904], [5.7843, 9.2949, 15.4074], [10.8906, 8.3607, 11.9856]],
  "forces_ev_per_angstrom": [[1.40, 0.55, 0.68], [0.42, -0.47, -1.57], [1.04, 0.43, 0.84], [0.79, 0.47, 0.64], [-0.58, 0.09, -0.68], [-1.61, 0.79, 0.63], [0.16, -0.08, 0.45], [-0.08, 0.96, 0.40], [-0.03, 0.85, -0.36], [-0.14, 0.64, 0.61], [-0.36, -0.28, 0.56], [-0.31, 0.56, 0.94], [0.50, 0.55, 0.48], [-0.28, 0.34, 0.95], [-0.56, -0.95, -0.58], [0.04, -0.11, 0.30], [0.13, 1.49, 0.93], [0.46, 0.46, -0.09], [-0.13, 0.89, -1.10], [-0.68, 0.07, -0.14], [-0.74, 0.56, -0.90], [-0.29, -0.85, -1.41], [-0.82, 0.90, -1.16], [-0.18, 0.26, -0.61], [-0.81, 0.14, -0.11], [0.70, -0.34, 1.48], [-0.39, 0.50, 0.04], [0.38, 0.00, 0.09], [0.85, -0.36, -0.69], [0.34, -0.25, -0.05], [0.12, 0.29, 0.25], [-0.54, 0.10, -0.07], [-0.10, 0.26, 0.75], [1.40, -0.51, -0.41], [0.19, 0.04, -0.49], [1.00, -0.21, -0.40], [-1.03, 1.14, 0.23], [-0.06, 1.03, 0.95], [-0.33, -1.27, 1.22], [0.39, -0.61, -0.07], [-0.08, -0.76, -0.22], [-0.63, 0.42, -2.28], [-0.37, -0.10, 0.37], [0.59, 0.11, -0.60], [0.37, -0.16, -0.35], [-1.53, -0.20, 1.14], [-0.13, 0.16, 0.01], [0.47, 0.34, 0.01], [0.46, 0.36, 0.73], [0.03, -0.39, 0.66], [1.66, -1.07, -0.79], [0.00, 0.64, -0.81], [-0.08, 0.30, -0.03], [-0.50, 0.62, 0.47], [0.02, -0.89, -0.02], [0.21, 0.54, 0.08], [-0.38, -0.42, -0.11], [-0.17, -0.45, 0.68], [-0.04, -0.66, -0.24], [-0.35, 0.15, -0.29], [-0.03, -1.47, -0.78], [0.84, 0.29, -0.93], [0.29, -0.37, 0.02], [0.78, 0.67, -0.24], [0.09, -0.48, 0.52], [-0.04, -0.56, 0.88], [-0.07, 1.35, 0.12], [-0.52, -0.08, -0.69], [0.69, 0.34, 0.27], [-0.50, 0.29, 0.29], [-0.38, -0.21, -0.54], [2.52, 0.17, 1.05], [-0.88, 2.59, -0.76], [-0.24, -0.20, -1.22], [0.88, -1.34, 1.68], [-0.29, 0.93, 0.54], [-0.51, -0.18, 0.54], [0.18, -0.84, 0.23], [0.17, 0.47, 0.18], [0.09, -1.01, 0.16], [-1.43, -1.88, -1.49], [-0.29, 0.64, -1.46], [0.07, -0.45, 0.06], [-0.05, -0.11, 0.23], [0.49, 0.07, 0.31], [-0.20, 0.62, -0.15], [0.20, -1.34, -0.04], [0.13, -0.03, 0.08], [0.30, -1.79, 1.40], [0.17, 0.07, 0.03], [0.29, -0.61, -0.46], [0.52, -1.13, -1.14], [-1.81, -0.83, 0.76], [0.14, -0.36, 1.08], [-0.13, -0.05, -0.38], [-0.78, -0.16, -0.14], [-0.80, 1.77, -1.31], [-0.12, -1.53, 0.51], [0.46, 0.16, -0.15]],
  "homo_energy_ev": -9.81,
  "total_energy_ev": -46402.6161,
  "total_charge": 0,
  "homo_lumo_gap_ev": 10.13,
  "e_lumo_ev": 0.3210,
  "multiplicity": 1,
  "largest_force_ha_per_bohr": 0.055,
  "relative_energy_kj_mol": 398.2
}